1.
The following is a quantum chemistry calculation of a structure of composition C20H41N2P3PdS in a non-equilibrium geometry, from the OMol25 dataset.

```
! wB97M-V def2-TZVPD RIJCOSX def2/J DEFGRID3
* xyz 4 5
Pd 1.918 -1.122 0.303
P 2.780 0.742 1.363
P -0.499 -0.715 1.769
P -2.384 3.420 -2.506
H 2.058 -2.356 -2.170
C 2.273 -1.292 -2.316
C 3.066 -0.536 -1.521
H 3.700 -0.903 -0.682
C 4.305 0.214 2.162
C 1.867 1.839 2.507
C 3.354 1.992 0.120
C -1.967 -1.792 1.479
C -0.439 -0.801 3.604
C -1.311 0.911 1.525
C -2.519 4.024 -4.162
C -1.416 4.504 -1.438
C -3.960 3.029 -1.734
H 1.927 -0.847 -3.272
H 3.261 0.431 -2.042
H 4.673 -0.685 1.681
H 4.079 -0.009 3.211
H 5.085 0.996 2.112
H 1.208 1.249 3.164
H 1.275 2.552 1.909
H 2.578 2.418 3.121
H 3.723 1.396 -0.708
H 4.172 2.638 0.482
H 2.490 2.587 -0.201
H -2.840 -1.406 2.048
H -1.749 -2.821 1.820
H -2.211 -1.828 0.403
H -1.291 -0.276 4.027
H 0.480 -0.371 3.975
H -0.483 -1.838 3.908
H -2.265 0.942 2.063
H -1.469 1.094 0.459
H -0.674 1.710 1.906
H -3.155 4.927 -4.124
H -3.004 3.267 -4.799
H -1.525 4.289 -4.558
H -1.807 5.529 -1.576
H -0.350 4.468 -1.740
H -1.532 4.197 -0.379
H -4.709 3.734 -2.151
H -3.880 3.168 -0.634
H -4.245 1.978 -1.970
C -1.406 -0.389 -2.587
C -2.736 -0.791 -2.768
C -3.111 -2.094 -2.433
C -2.093 -3.003 -2.063
C -0.801 -2.522 -1.690
C -0.610 -1.147 -1.669
S -0.765 0.984 -3.367
H -1.582 1.979 -2.614
H -3.420 -0.108 -3.219
H -4.162 -2.419 -2.441
H -2.268 -4.070 -2.077
H -0.024 -3.214 -1.353
H 0.153 -0.638 -1.078
N 0.923 -3.988 1.539
C 1.048 -4.972 2.454
C 1.974 -4.507 3.377
C 2.346 -3.224 2.941
N 1.735 -2.919 1.780
H 0.286 -4.042 0.740
H 0.562 -5.950 2.403
H 2.329 -5.044 4.228
H 3.033 -2.569 3.458
*
```

Computed properties:
⟨S²⟩: 6.04
Gap between HOMO and LUMO (spin up / spin down), eV: 7.325 / 3.831
HOMO energy (spin up / spin down), eV: -19.35 / -19.73
Lowest unoccupied orbital energy (spin up / spin down), eV: -12.03 / -15.90


2.
The following is a quantum chemistry calculation of a structure of composition C18H20Cl2N4O2SY, from the OMol25 dataset.

```
! wB97M-V def2-TZVPD RIJCOSX def2/J DEFGRID3
* xyz 0 2
Y -1.769 -0.539 -0.791
O -2.828 0.701 0.696
N -2.755 0.391 1.989
C -2.866 1.416 2.862
C -2.765 1.210 4.208
C -2.540 -0.091 4.665
C -2.429 -1.115 3.760
C -2.532 -0.893 2.375
S -2.379 -2.183 1.234
H -3.032 2.371 2.389
H -2.859 2.048 4.883
H -2.452 -0.292 5.724
H -2.254 -2.132 4.080
Cl -0.073 2.559 -4.450
C 0.207 0.848 -4.368
C 0.973 0.233 -5.351
C 1.202 -1.121 -5.273
Cl 2.172 -1.861 -6.522
C 0.684 -1.923 -4.236
C 0.891 -3.325 -4.124
C 0.316 -3.987 -3.040
C -0.440 -3.312 -2.117
N -0.689 -1.959 -2.180
C -0.095 -1.271 -3.251
C -0.324 0.124 -3.306
O -1.075 0.693 -2.356
H 1.383 0.814 -6.164
H 1.479 -3.849 -4.861
H 0.457 -5.053 -2.918
H -0.891 -3.831 -1.278
C 1.083 2.914 2.348
C 1.498 1.601 1.693
C 2.576 1.857 0.639
C 1.996 0.623 2.751
N 0.250 1.061 1.109
N 0.384 -0.139 0.344
H 1.940 3.390 2.825
H 0.316 2.736 3.103
H 0.686 3.611 1.606
H 3.444 2.332 1.097
H 2.206 2.518 -0.148
H 2.932 0.934 0.177
H 2.845 1.048 3.287
H 2.336 -0.316 2.308
H 1.204 0.405 3.469
H -0.131 1.755 0.470
H 0.573 -0.907 0.981
H 1.146 -0.097 -0.334
*
```

Computed properties:
⟨S²⟩: 0.77
Gap between HOMO and LUMO (spin up / spin down), eV: 4.538 / 6.741
HOMO energy (spin up / spin down), eV: -4.82 / -7.02
Lowest unoccupied orbital energy (spin up / spin down), eV: -0.28 / -0.28


3.
The following is a quantum chemistry calculation of a cluster of 2 separate species, C5H10N2O in total in a non-equilibrium geometry, from the OMol25 dataset.

```
! wB97M-V def2-TZVPD RIJCOSX def2/J DEFGRID3
* xyz 0 1
C -0.558 0.871 -0.097
C -0.170 1.754 1.078
C -0.579 -1.312 -0.295
N 1.827 -0.417 0.136
C 1.419 -1.505 0.747
C -1.398 -1.506 -1.312
O -0.316 1.564 -1.312
N 0.178 -1.945 0.542
H -0.459 0.951 -2.044
H -1.628 0.671 -0.004
H 2.678 0.005 0.488
H 0.744 0.175 -0.118
H 2.000 -2.000 1.521
H -0.252 1.189 2.008
H 0.859 2.102 0.974
H -0.828 2.625 1.132
H -1.484 -2.498 -1.737
H -2.031 -0.726 -1.708
*
```

Computed properties:
Gap between HOMO and LUMO, eV: 9.044
HOMO energy, eV: -8.32
Lowest unoccupied orbital energy, eV: 0.72


4.
The following is a quantum chemistry calculation of a cluster of 18 separate species, C30H52BrCl34INOSi in total in a non-equilibrium geometry, from the OMol25 dataset.

```
! wB97M-V def2-TZVPD RIJCOSX def2/J DEFGRID3
* xyz 1 1
C 1.729 4.026 -2.147
C 0.604 3.386 -2.566
C 0.435 1.842 -2.545
C 1.239 1.112 -3.629
C 1.444 1.810 -4.792
N 2.153 1.311 -5.811
C 2.724 0.110 -5.719
C 3.554 -0.358 -6.915
C 2.681 -1.375 -7.708
O 1.488 -1.322 -7.694
Br 3.635 -2.696 -8.762
C 2.557 -0.665 -4.572
I 3.560 -2.528 -4.583
C 1.777 -0.208 -3.466
Si 1.465 -1.222 -1.863
C 2.879 -0.878 -0.636
C 1.221 -3.091 -2.156
C -0.121 -0.710 -0.940
H 2.721 3.913 -2.624
H 1.713 4.722 -1.309
H -0.255 3.950 -2.961
H -0.642 1.616 -2.581
H 0.810 1.546 -1.558
H 1.031 2.810 -4.951
H 2.291 1.844 -6.673
H 3.690 0.500 -7.597
H 4.509 -0.796 -6.604
H 3.815 -0.558 -1.116
H 3.058 -1.721 0.045
H 2.555 -0.038 -0.002
H 0.682 -3.296 -3.099
H 2.202 -3.586 -2.208
H 0.605 -3.478 -1.333
H -0.609 -1.585 -0.482
H -0.864 -0.286 -1.639
H 0.079 0.060 -0.178
C -3.705 0.205 -3.061
Cl -3.190 -1.375 -3.672
Cl -3.786 0.228 -1.297
H -2.991 0.954 -3.389
H -4.688 0.432 -3.460
C -5.161 1.692 2.358
Cl -4.647 0.003 2.259
Cl -4.355 2.676 1.130
H -6.234 1.746 2.203
H -4.912 2.076 3.341
C -1.771 5.197 2.130
Cl -1.031 4.972 0.536
Cl -3.141 6.307 2.060
H -2.121 4.234 2.490
H -1.027 5.600 2.808
C -4.909 -3.006 4.723
Cl -6.489 -3.758 4.485
Cl -3.919 -3.093 3.264
H -5.053 -1.963 4.984
H -4.392 -3.520 5.527
C 5.295 -0.994 2.286
Cl 6.026 -1.151 0.688
Cl 3.903 0.099 2.220
H 4.963 -1.970 2.625
H 6.032 -0.595 2.974
C 9.932 -1.382 -0.218
Cl 10.434 -2.949 -0.866
Cl 9.871 -1.404 1.549
H 10.643 -0.627 -0.536
H 8.944 -1.147 -0.603
C 8.739 -4.423 3.545
Cl 7.459 -3.443 2.813
Cl 8.121 -5.974 4.119
H 9.506 -4.604 2.799
H 9.157 -3.879 4.385
C -10.534 -3.588 5.145
Cl -10.349 -1.998 4.394
Cl -11.587 -3.519 6.561
H -10.967 -4.269 4.419
H -9.557 -3.945 5.453
C 1.173 8.101 -3.113
Cl -0.419 8.692 -2.633
Cl 1.455 6.444 -2.517
H 1.235 8.100 -4.196
H 1.931 8.757 -2.698
C 4.543 4.087 -6.510
Cl 3.401 4.059 -7.870
Cl 4.960 5.735 -6.052
H 4.087 3.592 -5.657
H 5.447 3.564 -6.803
C -6.634 0.334 5.553
Cl -5.100 1.212 5.611
Cl -8.011 1.420 5.759
H -6.719 -0.161 4.589
H -6.644 -0.403 6.351
C -5.351 -7.120 4.968
Cl -4.844 -8.705 4.374
Cl -5.413 -7.078 6.735
H -4.641 -6.374 4.626
H -6.337 -6.898 4.578
C 6.593 0.000 -3.283
Cl 5.142 1.015 -3.427
Cl 7.233 0.065 -1.645
H 6.332 -1.028 -3.515
H 7.344 0.358 -3.980
C -1.162 -5.178 1.859
Cl -1.963 -6.550 1.093
Cl 0.173 -4.568 0.864
H -1.885 -4.382 1.997
H -0.768 -5.492 2.819
C -2.823 -0.287 8.117
Cl -4.396 -1.058 7.872
Cl -1.832 -0.366 6.655
H -2.982 0.754 8.379
H -2.306 -0.799 8.920
C -5.738 4.246 8.603
Cl -5.227 2.557 8.499
Cl -4.935 5.240 7.382
H -6.810 4.295 8.445
H -5.488 4.629 9.587
C -0.628 1.322 -7.977
Cl 0.034 2.849 -8.598
Cl -2.389 1.316 -8.023
H -0.257 0.506 -8.587
H -0.307 1.191 -6.949
*
```

Computed properties:
Gap between HOMO and LUMO, eV: 6.653
HOMO energy, eV: -10.67
Lowest unoccupied orbital energy, eV: -4.01


5.
The following is a quantum chemistry calculation of the ion C35H30Cl2O2P with charge +1 in a non-equilibrium geometry, from the OMol25 dataset.

```
! wB97M-V def2-TZVPD RIJCOSX def2/J DEFGRID3
* xyz 1 1
Cl 1.952 1.423 -6.136
C 1.186 1.209 -4.604
C 0.851 2.361 -3.859
C 0.177 2.163 -2.631
C -0.135 0.886 -2.197
C -1.007 0.700 -0.926
C -2.498 0.609 -1.243
C -3.426 1.313 -0.481
C -4.727 1.557 -0.926
C -5.132 1.057 -2.188
Cl -6.733 1.268 -2.737
C -4.249 0.246 -2.912
C -2.953 0.000 -2.408
C 0.222 -0.232 -2.916
C 0.892 -0.080 -4.132
H 1.120 3.354 -4.206
H -0.127 3.025 -2.029
H -0.781 1.580 -0.315
H -3.117 1.716 0.499
H -5.451 2.119 -0.294
H -4.578 -0.224 -3.860
H -2.291 -0.643 -2.981
H -0.044 -1.239 -2.590
H 1.206 -0.954 -4.697
C -5.027 -1.462 0.716
C -3.690 -1.687 1.368
O -2.777 -0.846 0.584
C -1.513 -0.963 1.055
C -0.516 -0.184 0.256
P 1.168 -0.248 0.896
C 2.068 -1.784 0.645
C 3.442 -1.769 0.370
C 4.180 -2.949 0.270
C 3.492 -4.168 0.467
C 2.123 -4.201 0.761
C 1.422 -3.009 0.848
C 2.244 1.076 0.248
C 2.324 2.280 0.985
C 3.128 3.336 0.539
C 3.788 3.221 -0.700
C 3.708 2.049 -1.473
C 2.980 0.956 -0.975
C 1.021 0.015 2.674
C 1.941 -0.644 3.488
C 1.864 -0.469 4.871
C 0.874 0.378 5.383
C -0.078 1.017 4.575
C -0.025 0.820 3.187
O -1.329 -1.774 1.954
H -5.788 -2.066 1.213
H -5.286 -0.385 0.748
H -4.985 -1.765 -0.340
H -3.687 -1.242 2.367
H -3.325 -2.718 1.253
H -0.463 -0.803 -0.805
H 3.964 -0.823 0.240
H 5.252 -2.924 0.066
H 4.074 -5.108 0.436
H 1.623 -5.177 0.932
H 0.355 -3.011 1.100
H 1.754 2.387 1.914
H 3.224 4.230 1.187
H 4.429 4.039 -1.036
H 4.211 1.985 -2.454
H 2.991 0.046 -1.556
H 2.666 -1.309 3.015
H 2.594 -1.009 5.483
H 0.858 0.537 6.463
H -0.851 1.652 5.020
H -0.780 1.263 2.531
*
```

Computed properties:
Gap between HOMO and LUMO, eV: 8.260
HOMO energy, eV: -10.95
Lowest unoccupied orbital energy, eV: -2.69


6.
The following is a quantum chemistry calculation of an isolated molecule of C4H11NOS in a non-equilibrium geometry, from the OMol25 dataset.

```
! wB97M-V def2-TZVPD RIJCOSX def2/J DEFGRID3
* xyz 0 1
C 0.900 0.326 1.035
C -0.244 0.377 0.131
C -1.603 0.183 0.828
S -2.282 1.820 1.389
N -0.080 -0.801 -0.771
C 0.848 -0.738 -1.934
O 2.158 -0.226 -1.574
H 1.847 0.216 0.507
H 0.917 -0.606 1.682
H 1.099 1.205 1.725
H -0.323 1.316 -0.413
H -2.390 -0.313 0.270
H -1.288 -0.428 1.673
H -3.617 1.524 1.378
H 0.374 -1.563 -0.202
H 1.020 -1.695 -2.393
H 0.399 -0.136 -2.686
H 2.266 -0.463 -0.643
*
```

Computed properties:
Gap between HOMO and LUMO, eV: 9.933
HOMO energy, eV: -9.11
Lowest unoccupied orbital energy, eV: 0.82


7.
The following is a quantum chemistry calculation of the ion C18H29N6O4 with charge +1 in a non-equilibrium geometry, from the OMol25 dataset.

```
! wB97M-V def2-TZVPD RIJCOSX def2/J DEFGRID3
* xyz 1 1
C 1.663 3.091 -3.214
N 1.996 1.826 -2.648
C 1.346 1.267 -1.611
O 0.443 1.831 -0.973
C 1.812 -0.168 -1.222
C 3.143 -0.210 -0.465
C 3.051 0.245 0.986
C 3.090 1.609 1.346
C 2.875 2.054 2.666
C 2.593 1.050 3.644
O 2.371 1.427 4.930
C 2.585 -0.322 3.316
C 2.837 -0.729 1.994
N 0.804 -0.923 -0.421
C -0.494 -1.079 -0.647
O -1.100 -0.554 -1.574
C -1.247 -2.068 0.235
C -2.773 -1.909 0.277
C -3.448 -0.676 0.921
C -4.001 0.326 -0.090
N -3.025 1.269 -0.657
C -3.060 2.583 -0.646
N -1.977 3.244 -1.021
N -4.069 3.344 -0.299
N -0.938 -3.418 -0.221
C 0.255 -3.993 -0.059
C 0.258 -5.451 -0.512
O 1.266 -3.483 0.444
H 0.556 3.150 -3.340
H 2.023 3.894 -2.543
H 2.102 3.194 -4.213
H 2.755 1.314 -3.085
H 2.043 -0.707 -2.146
H 3.513 -1.256 -0.499
H 3.906 0.403 -0.973
H 3.267 2.369 0.580
H 2.917 3.110 2.892
H 2.866 2.231 5.194
H 2.403 -1.088 4.110
H 2.813 -1.791 1.722
H 1.131 -1.424 0.363
H -0.850 -1.935 1.214
H -3.186 -2.026 -0.730
H -3.144 -2.756 0.882
H -2.798 -0.181 1.625
H -4.354 -1.045 1.409
H -4.430 -0.188 -0.937
H -4.793 0.853 0.402
H -2.178 0.842 -1.082
H -1.990 4.240 -1.100
H -1.104 2.723 -1.179
H -4.923 2.959 0.034
H -3.968 4.301 -0.431
H -1.626 -3.976 -0.748
H 1.222 -5.819 -0.397
H -0.013 -5.537 -1.593
H -0.418 -6.039 0.090
*
```

Computed properties:
Gap between HOMO and LUMO, eV: 8.490
HOMO energy, eV: -10.53
Lowest unoccupied orbital energy, eV: -2.04


8.
The following is a quantum chemistry calculation of a structure of composition C38H29N4O2PPdS5, from the OMol25 dataset.

```
! wB97M-V def2-TZVPD RIJCOSX def2/J DEFGRID3
* xyz 1 2
Pd 0.956 0.805 0.500
S 2.655 1.334 -1.038
C 2.114 2.870 -0.504
N 1.005 2.792 0.197
C 0.601 4.015 0.711
C -0.526 4.286 1.481
C -0.748 5.586 1.894
C 0.125 6.617 1.540
C 1.235 6.363 0.754
C 1.464 5.056 0.348
S 2.779 4.454 -0.632
H -1.209 3.491 1.747
H -1.619 5.809 2.496
H -0.074 7.627 1.872
H 1.906 7.160 0.465
S -6.225 0.229 2.435
C -4.664 0.395 2.033
S -3.468 1.190 3.024
C -2.197 0.583 1.993
N -2.667 -0.098 0.952
N -3.981 -0.163 0.933
C -4.570 -0.780 -0.221
C -5.794 -0.357 -0.723
C -6.292 -0.953 -1.871
C -5.583 -1.957 -2.512
C -4.358 -2.366 -2.002
C -3.845 -1.784 -0.858
S -0.578 0.805 2.331
H -6.343 0.444 -0.257
H -7.241 -0.618 -2.266
H -5.981 -2.417 -3.406
H -3.793 -3.147 -2.492
H -2.903 -2.125 -0.452
O 2.698 1.205 2.523
N 3.034 2.413 2.815
C 4.266 2.869 2.486
C 4.643 4.164 2.766
C 3.758 5.029 3.391
C 2.503 4.546 3.728
C 2.162 3.244 3.437
H 4.886 2.133 1.998
H 5.637 4.483 2.486
H 4.041 6.047 3.615
H 1.771 5.173 4.218
H 1.210 2.793 3.669
O 1.176 -1.233 0.587
P 1.001 -2.221 -0.560
C 0.699 -1.378 -2.118
C -0.406 -0.522 -2.123
C -0.638 0.302 -3.209
C 0.233 0.270 -4.293
C 1.311 -0.601 -4.304
C 1.550 -1.429 -3.214
C -0.440 -3.236 -0.225
C -0.948 -4.106 -1.191
C -2.065 -4.874 -0.907
C -2.683 -4.766 0.334
C -2.185 -3.893 1.291
C -1.060 -3.128 1.016
C 2.443 -3.264 -0.731
C 3.679 -2.644 -0.918
C 4.826 -3.410 -1.037
C 4.745 -4.795 -0.964
C 3.521 -5.415 -0.763
C 2.368 -4.652 -0.643
H -1.098 -0.540 -1.290
H -1.495 0.964 -3.218
H 0.063 0.922 -5.140
H 1.973 -0.632 -5.158
H 2.399 -2.101 -3.218
H -0.476 -4.174 -2.165
H -2.457 -5.555 -1.650
H -3.556 -5.366 0.554
H -2.669 -3.812 2.256
H -0.658 -2.443 1.752
H 3.751 -1.563 -0.951
H 5.783 -2.927 -1.179
H 5.642 -5.393 -1.056
H 3.461 -6.492 -0.692
H 1.418 -5.141 -0.472
*
```

Computed properties:
⟨S²⟩: 0.79
Gap between HOMO and LUMO (spin up / spin down), eV: 7.456 / 4.737
HOMO energy (spin up / spin down), eV: -10.35 / -10.35
Lowest unoccupied orbital energy (spin up / spin down), eV: -2.90 / -5.61


9.
The following is a quantum chemistry calculation of a cluster of 2 separate species, C2H8N2 in total in a non-equilibrium geometry, from the OMol25 dataset.

```
! wB97M-V def2-TZVPD RIJCOSX def2/J DEFGRID3
* xyz 0 1
C 1.368 -0.408 0.719
C 0.646 0.662 0.386
N 0.976 1.852 -0.257
H 2.317 -0.689 0.281
H 0.807 -1.100 1.331
H -0.435 0.684 0.572
H 1.962 2.023 -0.294
H 0.327 2.586 -0.041
N -2.213 -1.201 -0.706
H -1.335 -0.941 -1.140
H -2.007 -1.358 0.271
H -2.413 -2.111 -1.123
*
```

Computed properties:
Gap between HOMO and LUMO, eV: 9.391
HOMO energy, eV: -8.36
Lowest unoccupied orbital energy, eV: 1.03


For each record above, in turn, the calculated energy relative to the best compared isomer or geometry (same formula, charge and spin) values are 245.4; 53.5; 435.5; 60.2; 30.7; 208.0; 0.0; 21.2; 62.0 kJ/mol.